(1)
Formula: C24H27BrIrNO3
Source: the Open Molecules 2025 dataset
Level of theory: wB97M-V/def2-TZVPD

The expectation value of S² is 0.77. The spin multiplicity is 2. The calculation puts the LUMO energy (alpha / beta) at -0.3726 / -0.4556 hartree. For the gap between HOMO and LUMO (alpha / beta), the calculation gives 8.0934 / 5.8175 eV. As for the relative energy (zero: lowest compared OMol25 entry of this formula, charge and spin): 0.0 kcal/mol. Its net charge is +3. For the HOMO energy (alpha / beta), the calculation gives -18.234 / -18.215 eV.

Element x y z (Å)
Ir 0.55 0.06 0.57
C -1.47 -1.52 2.68
C -0.08 -1.28 2.18
C 0.43 -2.09 1.11
C -0.41 -3.19 0.52
C 1.75 -1.83 0.58
C 2.20 -2.58 -0.64
C 2.56 -0.83 1.16
C 3.95 -0.57 0.68
C 2.03 -0.01 2.24
C 2.87 1.09 2.81
C 0.75 -0.27 2.79
C 0.27 0.54 3.95
H -2.12 -1.90 1.89
H -1.91 -0.63 3.11
H -1.44 -2.28 3.47
H -1.01 -2.82 -0.31
H -1.07 -3.61 1.27
H 0.23 -3.99 0.15
H 1.35 -2.82 -1.28
H 2.68 -3.52 -0.35
H 2.91 -2.01 -1.23
H 4.03 0.35 0.10
H 4.34 -1.38 0.07
H 4.61 -0.46 1.54
H 3.60 1.47 2.10
H 3.41 0.70 3.68
H 2.26 1.92 3.16
H 0.05 1.57 3.67
H 1.05 0.57 4.71
H -0.62 0.12 4.41
O -3.03 5.01 1.03
C -2.40 3.86 0.98
C -2.99 2.62 1.27
C -2.23 1.48 1.19
N -0.93 1.52 0.84
C -0.41 2.71 0.52
Br 1.37 2.45 -0.13
C -1.05 3.90 0.57
H -3.95 4.94 1.32
H -4.03 2.55 1.57
H -2.65 0.51 1.41
H -0.58 4.84 0.29
O -1.12 1.54 -1.99
C -0.72 0.42 -2.18
O -0.06 -0.35 -1.37
C -0.92 -0.16 -3.56
C -2.04 0.35 -4.33
C -2.27 -0.07 -5.63
C -1.38 -0.95 -6.20
C -0.25 -1.44 -5.45
C -0.03 -1.04 -4.14
H -2.68 1.08 -3.86
H -3.11 0.31 -6.19
H -1.51 -1.28 -7.23
H 0.42 -2.14 -5.93
H 0.81 -1.42 -3.58

***

(2)
Formula: C22H48GaO8
Source: the Open Molecules 2025 dataset
Level of theory: wB97M-V/def2-TZVPD

The calculation puts the LUMO energy at 0.0866 hartree. For the gap between HOMO and LUMO, the calculation gives 5.9801 eV. Its net charge is -1. For the HOMO energy, the calculation gives -3.625 eV.

Element x y z (Å)
C -1.55 1.79 0.05
C -0.29 2.41 -0.59
O 0.85 2.34 0.21
Ga 1.45 0.53 0.35
C 1.64 -0.10 2.30
C 3.26 0.25 -0.61
C 3.09 -0.11 -2.12
C 3.21 -1.63 -2.39
C 1.93 -2.44 -2.14
C 1.80 -3.01 -0.72
C 2.64 -4.23 -0.41
O 4.05 -4.06 -0.54
C 4.63 -3.36 0.54
H -2.44 2.40 -0.11
H -1.74 0.81 -0.39
H -1.42 1.65 1.12
H -0.51 3.45 -0.86
H -0.11 1.85 -1.52
H 0.39 -0.45 -0.36
H 0.94 -0.90 2.50
H 1.48 0.69 3.03
H 2.64 -0.52 2.46
H 3.84 1.17 -0.54
H 3.84 -0.54 -0.13
H 3.94 0.34 -2.64
H 2.15 0.30 -2.50
H 3.47 -1.73 -3.45
H 4.05 -1.98 -1.81
H 1.10 -1.74 -2.27
H 1.76 -3.21 -2.89
H 0.76 -3.33 -0.62
H 1.95 -2.25 0.04
H 2.43 -4.52 0.63
H 2.37 -5.10 -1.01
H 4.99 -2.37 0.24
H 3.95 -3.23 1.38
H 5.50 -3.92 0.89
O -4.74 4.20 -0.52
C -4.20 5.20 -0.91
O -2.86 5.28 -0.91
C -2.13 6.33 -1.54
C -1.96 7.52 -0.62
C -5.01 6.41 -1.31
H -2.58 6.60 -2.49
H -1.16 5.90 -1.76
H -2.92 7.97 -0.36
H -1.35 8.29 -1.09
H -1.49 7.21 0.31
H -5.22 7.01 -0.43
H -5.95 6.07 -1.74
H -4.53 7.04 -2.06
O -0.12 -0.70 -3.69
C -1.32 -0.73 -3.64
O -1.94 -1.93 -3.52
C -3.33 -2.05 -3.23
C -4.17 -2.01 -4.49
C -2.16 0.52 -3.80
H -3.64 -1.30 -2.50
H -3.43 -3.02 -2.75
H -4.08 -1.05 -5.01
H -5.22 -2.17 -4.25
H -3.84 -2.79 -5.19
H -2.34 0.69 -4.87
H -1.61 1.35 -3.39
H -3.12 0.48 -3.28
O 0.07 -2.84 3.39
C 0.32 -2.93 4.56
O 1.08 -1.98 5.14
C 1.28 -1.87 6.54
C 2.42 -2.74 7.02
C -0.12 -4.12 5.38
H 0.35 -2.08 7.08
H 1.51 -0.83 6.72
H 2.23 -3.80 6.84
H 2.60 -2.59 8.09
H 3.33 -2.49 6.48
H 0.63 -4.91 5.28
H -1.06 -4.48 4.97
H -0.28 -3.91 6.43

***

(3)
Formula: C13H80NO31
Source: the Open Molecules 2025 dataset
Level of theory: wB97M-V/def2-TZVPD

The calculation puts the LUMO energy at -0.1432 hartree. For the gap between HOMO and LUMO, the calculation gives 7.3870 eV. Its net charge is +1. For the HOMO energy, the calculation gives -11.284 eV.

Element x y z (Å)
C 5.67 0.73 0.72
C 4.79 0.07 -0.05
N 4.20 0.84 -1.16
C 3.10 0.11 -1.91
O 2.29 -0.62 -1.09
C 1.19 0.04 -0.50
C 1.10 1.42 -0.41
C 0.03 2.06 0.19
C 0.04 3.55 0.24
C -0.98 1.27 0.72
C -0.89 -0.11 0.63
C 0.19 -0.76 0.05
C 0.27 -2.26 -0.02
C -0.99 -2.75 -0.76
C 0.30 -2.90 1.39
H 6.71 0.43 0.81
H 5.36 1.64 1.23
H 4.50 -0.96 0.12
H 4.98 1.03 -1.79
H 3.85 1.73 -0.78
H 2.59 0.84 -2.54
H 3.61 -0.58 -2.58
H 1.86 2.06 -0.83
H 0.99 3.89 0.64
H -0.04 4.00 -0.74
H -0.73 3.99 0.85
H -1.84 1.69 1.21
H -1.67 -0.72 1.06
H 1.14 -2.59 -0.57
H -1.28 -2.00 -1.47
H -1.79 -2.92 -0.05
H -0.81 -3.68 -1.27
H 1.26 -3.39 1.56
H 0.15 -2.17 2.18
H -0.45 -3.68 1.46
O 6.06 2.39 -2.73
H 5.79 2.31 -3.66
H 5.89 3.31 -2.52
O -2.25 3.51 2.81
H -3.00 3.63 3.41
H -1.66 2.92 3.30
O -3.06 -1.66 2.72
H -2.56 -2.08 3.43
H -3.19 -2.37 2.09
O -1.42 -5.40 -3.14
H -0.60 -4.93 -3.31
H -2.11 -4.78 -3.43
O -2.44 -2.35 -3.48
H -1.62 -1.87 -3.67
H -3.13 -1.75 -3.78
O -1.55 0.53 4.22
H -2.23 0.20 3.61
H -0.95 -0.22 4.32
O -4.45 -2.66 -0.97
H -3.69 -2.29 -1.44
H -4.95 -3.13 -1.66
O -5.17 -0.27 1.28
H -4.59 -0.60 1.98
H -5.29 -1.02 0.69
O -4.36 -4.33 3.09
H -5.08 -3.71 3.18
H -4.61 -4.89 2.35
O 8.71 -0.88 -0.67
H 9.58 -0.49 -0.80
H 8.13 -0.34 -1.21
O 2.75 -4.33 -2.11
H 2.87 -3.53 -1.59
H 3.48 -4.90 -1.84
O 3.04 4.30 2.21
H 3.26 3.49 2.67
H 2.79 4.91 2.92
O 5.74 -2.89 1.05
H 6.09 -3.68 1.47
H 6.51 -2.49 0.62
O -3.98 2.35 5.20
H -3.86 3.04 5.86
H -3.13 1.89 5.15
O 5.90 5.09 0.89
H 4.93 5.11 0.88
H 6.16 5.86 1.41
O 2.35 3.00 -4.10
H 1.41 2.80 -4.07
H 2.43 3.85 -3.64
O -3.40 6.36 2.38
H -4.04 6.04 1.75
H -2.77 5.64 2.49
O 8.01 2.52 3.03
H 8.24 3.07 2.27
H 7.41 1.86 2.67
O -5.10 2.17 -1.13
H -4.73 1.42 -0.65
H -5.41 2.75 -0.43
O -7.09 -3.51 -1.45
H -8.04 -3.68 -1.41
H -6.98 -2.71 -0.94
O -0.66 -1.70 -5.73
H -1.36 -2.09 -6.27
H -0.02 -2.41 -5.64
O 0.12 -1.93 4.86
H 0.14 -2.89 4.91
H 0.94 -1.65 5.30
O 7.98 3.28 0.68
H 7.30 3.98 0.69
H 7.86 2.79 -0.13
O -9.03 -1.57 -2.53
H -8.83 -0.64 -2.35
H -9.34 -1.59 -3.44
O -3.38 -0.61 6.84
H -2.54 -0.16 6.73
H -4.03 0.04 6.53
O -2.32 -3.91 -7.04
H -3.03 -4.27 -7.58
H -1.69 -4.63 -6.95
O 3.13 3.11 -7.48
H 2.41 3.30 -6.87
H 3.76 2.61 -6.96
O 2.90 -0.32 5.71
H 3.05 0.36 6.38
H 3.74 -0.80 5.67
O -3.32 0.22 -3.36
H -2.52 0.42 -2.85
H -4.00 0.76 -2.95
O -10.48 -0.18 -0.11
H -9.91 -0.51 0.59
H -10.57 -0.93 -0.71

***

(4)
Formula: C8H8
Source: the Open Molecules 2025 dataset
Level of theory: wB97M-V/def2-TZVPD

The expectation value of S² is 0.76. The spin multiplicity is 2. The calculation puts the LUMO energy (alpha / beta) at 0.1620 / 0.1577 hartree. For the gap between HOMO and LUMO (alpha / beta), the calculation gives 3.6027 / 8.0748 eV. As for the relative energy (zero: lowest compared OMol25 entry of this formula, charge and spin): 29.3 kcal/mol. Its net charge is -1. For the HOMO energy (alpha / beta), the calculation gives 0.805 / -3.783 eV.

Element x y z (Å)
C 1.64 -0.72 -0.76
C 2.50 -0.12 -1.55
C -0.44 0.29 -0.95
C 0.50 -0.20 -0.03
C 0.27 -0.29 1.31
C -1.04 0.03 1.81
C -2.06 0.38 0.89
C -1.68 0.58 -0.46
H 1.85 -1.82 -0.69
H 3.21 -0.57 -2.14
H 2.73 0.95 -1.60
H -0.02 0.60 -1.92
H 1.00 -0.51 1.91
H -1.31 0.10 2.91
H -3.17 0.52 1.03
H -2.43 1.14 -1.09

***

no.,E_tot (Ha)
1,-3888.56681
2,-3393.72342
3,-2930.18669
4,-309.52473